The following is a DFT calculation (ωB97M-V with the def2-TZVPD basis set) of a cluster of 11 separate species, C93H201N11O13 in total in a non-equilibrium geometry.

Summary:
Total charge: 0
Strongest force on any atom in eV Å⁻¹: 3.63
LUMO level in hartree: 0.01619
HOMO level in eV: -8.4
Energy in Ha: -5243.905090
ΔE to the lowest compared entry with this formula, charge and spin in eV: 0.417
SMILES string: CC1(C)CCCC(C)(C)N1O.CC1(C)CCCC(C)(C)N1O.CC1(C)CCCC(C)(C)N1O.CC1(C)CCCC(C)(C)N1O.CC1(C)CCCC(C)(C)N1O.CC1(C)CCCC(C)(C)N1O.CC1(C)CCCC(C)(C)N1O.CC1(C)CCCC(C)(C)N1O.CC1(C)CCCC(C)(C)N1O.COCCNCCOC.COCCNCCOC

```
318
Properties=species:S:1:pos:R:3:forces:R:3
C -2.395 5.611 -2.237 0.4 0.3 0.9
C -2.239 6.859 -1.346 0.0 0.0 -0.5
C -3.652 7.102 -0.876 -0.5 1.7 1.1
C -1.292 6.583 -0.160 -3.5 -1.0 0.2
C 0.072 6.434 -0.620 2.7 -0.5 1.4
C 0.511 7.689 -1.278 2.0 2.4 0.9
C -0.326 8.172 -2.444 0.2 -0.9 0.7
C 0.078 9.607 -2.753 -0.2 -0.3 1.0
C -0.049 7.355 -3.688 -1.6 -0.9 0.5
N -1.732 8.087 -1.957 1.0 1.0 -0.2
O -2.573 8.596 -2.984 -0.5 0.1 0.4
H -2.624 5.817 -3.246 -0.4 0.6 -1.2
H -1.493 5.031 -2.244 0.3 -0.6 0.1
H -3.236 5.081 -1.806 0.2 -0.7 -0.2
H -3.768 8.009 -0.207 0.4 -1.0 -0.3
H -4.264 7.384 -1.733 -0.2 -0.6 -0.1
H -4.004 6.197 -0.361 -0.2 0.5 -0.1
H -1.488 7.419 0.518 0.5 -0.2 0.2
H -1.712 5.638 0.289 0.6 0.8 0.0
H 0.757 6.238 0.272 -0.7 0.1 -1.1
H 0.177 5.598 -1.293 0.1 -0.5 -0.2
H 1.616 7.721 -1.554 -1.3 -0.4 0.1
H 0.441 8.505 -0.486 0.0 -0.8 -0.8
H 1.087 9.686 -3.154 0.1 -0.2 0.2
H -0.002 10.158 -1.817 0.0 0.4 -0.2
H -0.584 9.988 -3.486 -0.7 0.7 -0.7
H -0.126 6.265 -3.491 0.3 0.6 -0.3
H 0.907 7.656 -4.042 0.7 -0.1 -0.7
H -0.861 7.637 -4.358 0.3 -0.2 -0.6
H -2.944 9.360 -2.513 0.0 -0.2 -0.6
C -3.038 2.243 -3.885 -0.7 -0.7 0.5
C -2.564 1.665 -5.238 1.2 0.8 0.5
C -2.614 2.797 -6.253 -0.5 0.8 0.7
C -1.058 1.312 -5.157 -0.9 0.3 0.8
C -0.741 0.072 -4.304 0.7 0.7 -1.2
C -1.541 -1.084 -4.875 0.4 -0.8 0.4
C -3.011 -0.801 -4.980 -2.3 0.4 -0.1
C -3.663 -1.953 -5.788 0.7 1.2 -1.0
C -3.703 -0.830 -3.565 0.6 -0.5 -1.4
N -3.237 0.466 -5.754 -0.1 0.6 0.1
O -4.643 0.805 -5.749 -0.2 -0.6 0.5
H -4.139 2.407 -3.837 0.7 -0.2 -0.2
H -2.774 1.545 -3.078 -0.1 0.4 -0.1
H -2.564 3.204 -3.644 0.0 -0.2 -0.4
H -1.876 3.566 -5.989 -0.2 -0.1 0.0
H -2.430 2.505 -7.246 0.6 -0.8 -1.4
H -3.579 3.277 -6.314 -0.5 0.3 0.4
H -0.780 1.277 -6.198 0.6 -0.8 -0.4
H -0.516 2.169 -4.770 0.0 0.3 0.3
H 0.324 -0.080 -4.509 0.0 -0.4 0.5
H -0.847 0.289 -3.222 -0.3 -0.3 -0.5
H -1.460 -2.007 -4.264 0.1 0.4 -0.2
H -1.172 -1.372 -5.874 0.1 0.3 0.3
H -4.740 -1.879 -5.809 -0.3 -0.2 0.5
H -3.284 -2.856 -5.330 -0.3 -0.6 -0.2
H -3.383 -1.868 -6.871 0.2 -0.3 0.9
H -4.720 -0.442 -3.649 0.1 -0.1 0.3
H -3.119 -0.338 -2.806 0.1 0.3 0.2
H -3.705 -1.900 -3.344 -0.4 0.0 0.4
H -4.916 1.071 -6.636 0.6 -0.3 -0.1
C 4.629 -2.608 -3.259 -0.5 -0.9 0.8
C 4.767 -1.450 -4.275 -0.6 -0.1 0.5
C 3.395 -0.843 -4.573 -1.1 -0.9 -1.2
C 5.521 -0.331 -3.587 -0.8 0.7 0.8
C 6.971 -0.633 -3.471 0.3 -0.3 0.4
C 7.502 -0.900 -4.835 0.6 -0.7 -0.9
C 6.870 -2.125 -5.524 0.6 -0.2 0.4
C 7.314 -2.164 -6.966 -0.1 -0.5 -1.2
C 7.304 -3.418 -4.775 0.1 1.5 0.0
N 5.423 -1.828 -5.556 0.5 1.4 1.1
O 4.704 -2.863 -6.135 -0.4 -1.0 -0.2
H 5.448 -2.575 -2.473 -1.2 -0.1 -0.9
H 3.593 -2.565 -2.745 1.7 -0.1 -0.7
H 4.730 -3.596 -3.772 -0.3 0.8 0.4
H 3.475 -0.021 -5.291 0.2 -0.1 0.0
H 2.672 -1.587 -5.013 0.7 0.5 0.4
H 2.890 -0.454 -3.694 0.2 -0.1 0.4
H 5.436 0.585 -4.157 -0.2 0.3 -0.4
H 4.954 -0.108 -2.632 0.8 -0.4 -0.7
H 7.548 0.205 -3.185 0.3 1.1 1.1
H 7.177 -1.433 -2.761 0.2 -0.2 -0.1
H 8.580 -1.049 -4.801 0.2 -0.2 0.1
H 7.387 0.017 -5.429 -0.3 -0.3 -0.1
H 7.026 -1.170 -7.305 0.4 0.0 -0.7
H 6.642 -2.883 -7.500 0.8 0.4 0.2
H 8.405 -2.410 -7.213 -1.5 0.4 0.7
H 7.087 -3.229 -3.722 -0.3 -1.0 -0.1
H 8.377 -3.524 -4.829 0.5 0.3 -0.2
H 6.936 -4.302 -5.267 -0.8 -0.4 0.4
H 4.113 -2.390 -6.722 -0.2 -0.1 -0.3
C 0.410 -2.865 5.664 0.2 2.0 -0.4
C -0.413 -3.926 4.939 -0.7 0.1 1.1
C -1.790 -4.068 5.567 -0.2 -0.3 2.2
C -0.706 -3.501 3.516 0.0 0.3 -0.2
C 0.536 -3.671 2.603 -1.1 0.8 -1.4
C 0.838 -5.176 2.694 1.8 0.4 0.2
C 1.311 -5.552 4.156 -0.8 -0.8 -1.1
C 1.416 -7.079 4.203 0.5 -0.4 0.1
C 2.649 -4.949 4.593 0.3 1.8 -0.3
N 0.149 -5.254 4.981 0.5 -0.7 0.1
O 0.367 -5.740 6.309 -0.2 0.6 -0.3
H 1.323 -2.562 5.092 -0.7 -0.4 0.5
H -0.189 -1.904 5.733 0.5 -1.1 0.1
H 0.727 -3.119 6.677 -0.2 -0.2 0.0
H -1.749 -4.518 6.594 0.2 1.0 -0.5
H -2.335 -3.131 5.555 0.0 0.3 0.3
H -2.419 -4.799 5.111 -0.2 -0.5 -1.1
H -1.511 -4.177 3.190 0.4 0.2 -0.2
H -1.227 -2.523 3.649 0.9 -0.3 -0.7
H 0.312 -3.363 1.541 -0.3 -0.6 0.8
H 1.361 -2.929 2.752 -0.3 -1.0 0.8
H 1.572 -5.495 1.947 0.6 0.3 0.3
H 0.012 -5.802 2.347 -0.4 0.3 0.7
H 2.178 -7.398 3.469 -0.5 -0.1 0.1
H 0.399 -7.468 4.002 0.7 -0.1 -0.1
H 1.751 -7.470 5.188 -0.3 0.4 -0.6
H 2.723 -3.802 4.580 -0.3 -1.7 -0.1
H 3.454 -5.298 3.949 0.0 -0.1 -0.1
H 2.919 -5.278 5.594 0.0 0.0 0.2
H 1.173 -5.313 6.643 -0.1 0.1 0.0
C 5.093 -3.946 1.384 0.0 2.0 0.0
C 5.506 -2.406 1.781 -0.3 -2.4 0.8
C 4.297 -1.603 1.519 -1.0 1.2 -1.6
C 5.823 -2.288 3.303 -0.9 -1.6 -1.0
C 7.199 -2.833 3.579 0.7 -1.2 2.7
C 8.230 -2.168 2.701 -0.1 -0.5 1.5
C 7.957 -2.414 1.294 1.2 -1.7 -1.5
C 8.877 -1.567 0.474 -1.1 0.6 -1.6
C 8.311 -3.925 0.983 0.1 -0.1 1.2
N 6.648 -1.912 0.973 -2.0 0.2 1.0
O 6.276 -2.163 -0.357 0.4 0.9 -1.8
H 4.958 -3.942 0.289 0.4 -0.3 0.4
H 5.882 -4.600 1.732 -0.2 -0.4 -0.2
H 4.096 -4.213 1.787 0.6 0.2 0.2
H 4.465 -0.546 1.748 -0.1 0.0 0.2
H 4.070 -1.631 0.436 -0.1 0.0 0.4
H 3.411 -1.983 2.040 0.3 0.1 0.1
H 5.765 -1.250 3.575 0.0 0.6 0.2
H 4.986 -2.842 3.846 1.1 0.7 -0.5
H 7.440 -2.676 4.673 -0.1 0.1 -1.0
H 7.270 -3.949 3.527 -0.3 0.8 -0.3
H 9.263 -2.510 2.864 -0.3 0.3 0.4
H 8.109 -1.119 2.843 0.4 1.2 0.4
H 8.637 -0.506 0.668 0.3 -0.3 -0.1
H 8.580 -1.807 -0.575 0.8 0.4 0.4
H 9.901 -1.777 0.656 0.9 -0.2 0.0
H 7.822 -4.175 0.073 0.0 -0.4 -1.1
H 7.902 -4.643 1.737 0.3 0.7 -0.5
H 9.427 -4.127 0.972 -1.3 0.5 -0.3
H 6.350 -1.317 -0.895 0.0 -1.2 1.4
C -0.718 4.358 2.978 -0.6 0.0 0.4
C 0.130 3.519 3.952 -1.0 0.0 0.0
C 1.350 4.296 4.403 -0.5 1.1 1.1
C -0.828 3.171 5.107 -1.2 2.2 -1.0
C -0.229 2.256 6.052 3.4 -0.6 -0.7
C 0.001 0.982 5.293 1.3 -0.4 -1.3
C 0.982 1.079 4.042 -1.3 2.3 1.5
C 2.429 1.211 4.483 1.7 1.6 -0.3
C 0.868 -0.099 3.144 -0.5 0.0 -0.2
N 0.459 2.262 3.292 -0.1 -1.5 0.1
O 1.378 2.456 2.261 0.3 0.7 -1.3
H -0.124 4.855 2.232 0.4 0.3 -0.3
H -1.370 3.651 2.437 -0.1 0.5 0.3
H -1.310 5.134 3.558 0.6 -0.9 -0.8
H 1.001 5.353 4.608 0.7 -0.9 -0.4
H 1.716 3.909 5.380 0.1 0.4 -0.9
H 2.106 4.233 3.611 -0.2 0.3 0.5
H -1.179 4.130 5.576 0.4 -0.7 -0.4
H -1.745 2.671 4.711 0.5 0.5 -0.1
H 0.838 2.568 6.346 -1.8 -0.1 0.4
H -0.893 2.097 6.834 -0.7 -0.4 1.9
H -0.931 0.569 4.986 -0.9 -0.4 -0.5
H 0.460 0.280 5.918 0.6 -1.3 1.2
H 2.741 0.414 5.152 -0.1 -0.3 -0.1
H 2.627 2.161 5.024 -0.3 -0.6 -0.1
H 3.185 1.298 3.630 -1.2 -0.5 0.8
H -0.193 -0.131 2.864 0.2 -0.5 -0.3
H 1.149 -0.957 3.751 0.0 -0.3 -0.4
H 1.523 0.048 2.263 -0.4 -0.3 0.6
H 0.890 2.145 1.466 0.1 0.2 -0.1
C -5.837 -1.674 5.463 -0.7 0.1 1.8
C -6.041 -1.225 4.040 -0.5 0.4 -0.7
C -4.823 -0.361 3.665 -1.2 -0.8 0.6
C -6.180 -2.423 3.079 0.0 -0.6 1.1
C -7.469 -3.256 3.262 -0.8 1.8 0.1
C -8.669 -2.211 3.098 1.5 -1.5 -0.9
C -8.575 -1.037 4.056 -1.1 1.8 -1.6
C -9.601 0.070 3.555 1.8 -0.3 -0.6
C -8.944 -1.372 5.437 0.2 -2.0 2.4
N -7.262 -0.371 3.841 0.5 -1.2 -0.1
O -7.194 0.765 4.688 0.2 -1.1 1.1
H -4.847 -2.060 5.659 0.7 0.4 -0.2
H -6.067 -0.805 6.152 0.4 -1.1 -0.6
H -6.422 -2.548 5.794 -0.3 0.5 -0.4
H -4.680 0.315 4.480 0.3 0.9 0.2
H -3.975 -0.978 3.594 1.3 -1.0 0.2
H -4.892 0.095 2.712 -0.5 0.8 -0.9
H -6.204 -2.042 2.073 0.2 0.1 -0.6
H -5.271 -3.027 3.245 -0.3 0.1 -0.3
H -7.540 -4.009 2.504 0.0 -0.2 -0.9
H -7.565 -3.866 4.153 0.3 0.4 0.7
H -9.621 -2.739 3.130 -0.2 0.2 0.4
H -8.573 -1.882 2.045 -0.1 0.3 0.4
H -10.393 -0.472 3.128 -1.3 -0.5 -0.8
H -9.017 0.580 2.765 -0.7 0.0 0.1
H -10.044 0.807 4.220 0.5 -0.2 0.6
H -8.601 -0.565 6.054 0.0 0.4 0.6
H -8.480 -2.317 5.847 -0.2 0.9 -0.6
H -10.015 -1.536 5.637 0.2 0.4 -0.6
H -7.268 1.485 4.093 -0.1 1.1 -0.9
C 6.086 6.943 -0.068 1.4 0.5 -1.6
C 6.167 5.695 0.776 -0.5 -0.4 0.9
C 7.375 5.897 1.720 -1.1 -0.4 -0.1
C 4.802 5.539 1.550 0.9 -1.0 0.9
C 4.568 4.105 2.187 -0.6 0.6 -0.6
C 4.745 3.060 1.074 -0.6 0.6 0.4
C 6.107 3.144 0.369 -0.5 -0.1 1.3
C 7.232 2.681 1.313 0.0 -0.7 -0.8
C 6.074 2.175 -0.818 1.8 1.7 -0.3
N 6.266 4.534 -0.143 -0.6 -0.5 -0.5
O 7.454 4.577 -0.935 0.0 0.2 1.2
H 5.885 7.881 0.445 0.1 -0.2 0.5
H 7.044 7.075 -0.669 -1.0 -0.1 0.8
H 5.323 6.837 -0.811 -0.6 -0.2 -0.5
H 7.485 5.093 2.433 0.2 -0.2 0.1
H 8.248 6.029 1.101 0.5 0.1 0.1
H 7.183 6.796 2.296 0.2 0.3 0.0
H 4.790 6.296 2.356 -0.2 -0.1 -0.5
H 4.021 5.738 0.813 -0.1 0.0 0.2
H 5.115 3.884 3.108 0.8 0.2 -0.3
H 3.542 4.003 2.584 0.3 0.3 -0.7
H 3.963 3.299 0.317 0.4 -0.4 0.3
H 4.534 2.059 1.501 0.3 0.3 -0.5
H 7.183 1.588 1.309 0.1 0.0 0.3
H 7.238 3.010 2.349 -0.1 0.3 -0.2
H 8.165 2.909 0.797 0.4 0.0 0.4
H 5.783 1.190 -0.546 -0.7 -0.8 0.4
H 7.124 2.091 -1.192 -0.9 0.1 -0.1
H 5.450 2.674 -1.552 -0.1 -0.5 -0.5
H 8.132 4.467 -0.240 0.3 0.1 -0.7
C -0.912 -6.387 -3.099 -2.4 0.9 1.2
C -1.228 -5.586 -1.757 1.0 -0.1 -1.0
C -0.132 -5.988 -0.766 0.4 0.6 -1.0
C -1.366 -4.084 -2.031 -2.0 -0.7 1.1
C -1.940 -3.295 -0.827 0.7 1.5 -0.9
C -3.241 -3.823 -0.325 -1.1 0.5 -1.4
C -3.231 -5.293 -0.170 1.4 -1.6 1.0
C -2.566 -5.713 1.174 -0.8 0.0 0.4
C -4.633 -5.798 -0.216 -1.2 -0.8 1.1
N -2.565 -5.959 -1.333 -1.0 -0.4 0.0
O -2.582 -7.362 -1.021 1.1 0.6 0.7
H -1.732 -6.140 -3.801 0.6 -0.1 0.0
H 0.052 -6.195 -3.507 0.7 0.4 -0.3
H -1.014 -7.432 -2.846 0.2 -0.4 -0.1
H 0.078 -5.195 -0.039 0.0 -0.4 0.0
H -0.485 -6.906 -0.325 0.4 -0.3 0.5
H 0.759 -6.185 -1.400 -0.2 0.1 0.9
H -0.529 -3.586 -2.414 1.7 0.4 -0.4
H -2.134 -4.021 -2.805 -0.1 0.1 -0.2
H -1.250 -3.166 0.004 0.4 -0.3 0.0
H -2.069 -2.262 -1.232 -0.1 -0.5 0.5
H -4.031 -3.681 -1.086 0.3 0.5 0.0
H -3.624 -3.327 0.572 0.3 -0.1 0.1
H -1.693 -5.077 1.441 -0.6 -0.7 -0.3
H -2.346 -6.791 1.125 0.4 0.5 0.1
H -3.336 -5.643 1.991 0.7 0.3 -0.6
H -5.255 -5.224 0.486 0.0 0.1 -0.3
H -4.695 -6.835 0.145 0.0 0.2 -0.2
H -5.051 -5.751 -1.217 0.0 0.1 -0.1
H -3.221 -7.720 -1.604 -0.9 -0.5 -1.0
C -7.115 -3.762 -2.621 -0.5 0.4 -0.1
O -7.698 -2.447 -2.681 0.1 -1.0 1.0
C -7.697 -1.907 -1.355 0.9 -0.9 0.3
C -8.258 -0.526 -1.402 -0.9 0.5 1.6
N -7.565 0.482 -2.130 0.9 -0.8 -1.2
C -7.915 0.543 -3.539 2.3 -1.0 -1.7
C -7.180 1.726 -4.156 -2.4 1.2 0.4
O -7.820 2.851 -3.443 1.8 1.2 -1.0
C -7.211 4.088 -3.864 0.4 0.7 2.7
H -7.428 -4.316 -1.694 0.1 0.4 -0.9
H -6.041 -3.640 -2.625 0.5 -0.2 0.2
H -7.379 -4.298 -3.541 -0.2 0.1 0.4
H -6.640 -1.906 -0.952 -0.8 0.0 -0.3
H -8.311 -2.584 -0.668 0.6 0.9 -0.7
H -8.359 -0.131 -0.356 0.0 -0.6 -0.7
H -9.250 -0.618 -1.814 -0.9 -0.2 0.0
H -7.785 1.356 -1.746 -0.2 1.4 0.6
H -8.993 0.603 -3.767 0.2 -0.1 0.2
H -7.417 -0.333 -4.070 -1.1 0.6 0.7
H -7.452 1.925 -5.218 0.4 -0.7 0.4
H -6.097 1.662 -4.045 -0.1 0.2 0.3
H -6.130 4.145 -3.653 -0.1 -0.5 0.1
H -7.600 4.995 -3.337 -0.3 -1.1 0.1
H -7.297 4.372 -4.862 -0.6 -0.3 -2.2
C -4.140 1.049 -0.594 1.8 1.1 1.6
O -2.716 1.247 -0.665 0.3 -0.7 -1.2
C -2.226 2.415 -0.033 -0.9 -0.1 -0.3
C -0.874 2.743 -0.611 0.0 -0.2 -0.6
N 0.098 1.728 -0.262 -0.2 -0.8 0.2
C 1.327 1.825 -1.083 -0.4 -1.1 0.3
C 2.341 0.729 -0.723 0.4 1.4 0.7
O 2.006 -0.519 -1.206 0.0 -1.1 -1.1
C 1.134 -1.288 -0.413 -0.8 -0.3 0.4
H -4.319 1.073 0.476 -0.8 -0.9 0.4
H -4.390 0.147 -1.117 -0.3 -0.2 0.0
H -4.645 1.934 -0.922 -0.5 0.4 -1.0
H -2.196 2.193 1.031 0.1 0.4 0.4
H -2.935 3.230 -0.257 0.2 0.1 0.3
H -0.431 3.640 -0.196 -0.5 0.8 -0.2
H -1.037 2.837 -1.722 0.4 0.0 0.8
H -0.426 0.840 -0.223 1.1 0.2 -0.6
H 1.744 2.825 -0.895 0.0 -0.2 -0.2
H 1.127 1.664 -2.151 -0.1 0.4 -0.1
H 2.421 0.657 0.353 0.1 0.2 0.6
H 3.356 1.037 -1.056 -0.6 -0.4 -0.3
H 0.090 -1.317 -0.791 0.5 0.2 -0.2
H 1.059 -0.850 0.594 0.2 -0.4 -0.1
H 1.452 -2.349 -0.366 0.2 0.6 0.0
```
Forces are in eV/Å.

Atomic partial charges in e from the Löwdin method, atoms 1 to 5:
1. C -0.032
2. C -0.517
3. C -0.051
4. C -0.156
5. C -0.232